Record 1
Here is C19H23Cl2NSSm as an isolated structure at a distorted geometry from the OMol25 dataset. Energies are from ωB97M-V with the def2-TZVPD basis set.

Values from the calculation:
- Molar mass: 518.7 g mol⁻¹
- E: -75349.035 eV
- Orbital gap (spin up / spin down): 3.481 / 3.592 eV
- <S²>: 8.808
- 2S+1: 6
- Net charge: -1

```
47
C19H23Cl2NSSm (ωB97M-V with the def2-TZVPD basis set)
Sm -2.839 -0.067 -0.537
Cl -3.179 1.784 1.309
Cl -2.932 -2.133 -2.121
S -0.045 -1.693 1.028
N -0.713 -0.434 0.320
C -2.234 4.274 -2.526
C -0.127 -1.488 3.754
C 1.623 -3.690 0.275
C 2.004 -0.868 2.770
C -0.018 3.187 -3.358
C -4.058 -1.197 0.808
C 0.456 -1.487 5.020
C 1.817 -1.186 5.166
C -0.784 1.906 -3.349
C 2.803 -4.254 -0.204
C 2.333 -1.497 -0.489
C -0.760 4.463 -2.901
C 0.666 -1.249 2.617
C 3.755 -3.439 -0.837
C 2.582 -0.854 4.043
C -1.873 1.721 -2.660
C -2.577 2.885 -1.970
C 1.403 -2.305 0.173
C 3.516 -2.071 -0.983
H -0.316 1.099 -3.910
H -0.292 0.438 0.661
H -2.437 0.756 -2.727
H 4.683 -3.881 -1.210
H -0.688 5.223 -3.676
H 2.602 -0.636 1.892
H 2.144 -0.430 -0.587
H -2.535 5.036 -1.810
H -4.633 -0.726 1.622
H -0.248 4.847 -2.014
H 0.845 3.087 -2.690
H 0.373 3.362 -4.373
H 2.984 -5.321 -0.076
H -4.281 -2.284 0.733
H -1.181 -1.727 3.614
H 2.279 -1.211 6.155
H -2.821 4.481 -3.420
H -3.672 2.759 -1.964
H 3.641 -0.606 4.153
H 4.262 -1.435 -1.471
H 0.870 -4.304 0.772
H -2.250 2.906 -0.916
H -0.147 -1.742 5.893
```

So, what does the Löwdin scheme give us? The charges, in e, come out as: Sm 0.649; Cl -0.282; Cl -0.341; S 1.028; N -0.490; C -0.199; C -0.060; C -0.078; C -0.071; C -0.191; C -0.548; C -0.075; C -0.088; C -0.120; C -0.079; C -0.087; C -0.193; C -0.353; C -0.089; C -0.083; C -0.191; C -0.234; C -0.389; C -0.082; H 0.110; H 0.007; H 0.029; H 0.100; H 0.096; H 0.098; H 0.111; H 0.105; H -0.167; H 0.101; H 0.106; H 0.104; H 0.103; H -0.152; H 0.118; H 0.100; H 0.103; H 0.113; H 0.102; H 0.104; H 0.113; H 0.037; H 0.107

Record 2
Here is one molecule with the formula CH3O4PS at a distorted geometry from the OMol25 dataset. Energies are from ωB97M-V with the def2-TZVPD basis set.

Values from the calculation:
- Molar mass: 142.1 g mol⁻¹
- E: -29397.673 eV
- Energy above the lowest of the compared OMol25 structures with the same formula, charge and spin: 44.28 kcal/mol
- Orbital gap: 9.574 eV
- 2S+1: 1
- Net charge: 0

```
10
CH3O4PS (ωB97M-V with the def2-TZVPD basis set)
S -1.695 -1.635 -0.210
P 1.435 0.166 -0.026
O 2.776 0.709 0.508
O -1.389 -0.201 -1.078
O 0.321 1.450 -0.306
O -1.792 1.466 0.571
C -1.017 0.887 -0.236
H 0.851 -0.658 1.015
H 1.562 -0.555 -1.258
H -1.052 -1.629 1.021
```

So, what does the natural (NBO) scheme give us? The charges, in e, come out as: S 0.314; P 1.652; O -1.021; O -0.647; O -0.734; O -0.505; C 0.941; H -0.074; H -0.044; H 0.119

Record 3
Here is a 2-piece molecular cluster, CH4N2O3 overall at a distorted geometry from the OMol25 dataset. Energies are from ωB97M-V with the def2-TZVPD basis set.

Values from the calculation:
- Molar mass: 92.1 g mol⁻¹
- E: -10221.322 eV
- Energy above the lowest of the compared OMol25 structures with the same formula, charge and spin: 25.46 kcal/mol
- Orbital gap: 9.077 eV
- 2S+1: 1
- Net charge: 0

```
10
CH4N2O3 (ωB97M-V with the def2-TZVPD basis set)
O 0.169 0.583 0.321
O -0.667 1.897 -1.176
O -3.419 -0.761 1.288
N -0.643 -0.417 -1.449
N -3.079 -0.395 0.048
C -0.549 0.748 -0.837
H -0.696 -0.469 -2.423
H 0.488 1.388 0.767
H -2.833 0.576 0.158
H -0.168 -1.084 -0.859
```

So, what does the natural (NBO) scheme give us? The charges, in e, come out as: O -0.752; O -0.632; O -0.267; N -0.816; N -0.029; C 0.858; H 0.417; H 0.513; H 0.289; H 0.420

Record 4
Here is a 7-piece molecular cluster, C63H133N7O7 overall at a distorted geometry from the OMol25 dataset. Energies are from ωB97M-V with the def2-TZVPD basis set.

Values from the calculation:
- Molar mass: 1100.8 g mol⁻¹
- E: -92227.741 eV
- Energy above the lowest of the compared OMol25 structures with the same formula, charge and spin: 91.18 kcal/mol
- Orbital gap (spin up / spin down): 6.443 / 2.695 eV
- <S²>: 0.755
- 2S+1: 2
- Net charge: +1

```
210
C63H133N7O7 (ωB97M-V with the def2-TZVPD basis set)
O -4.951 -1.154 6.233
O 0.134 -6.821 2.822
O -4.016 -5.213 -0.709
O -0.449 0.183 -6.352
O -4.535 5.945 -2.253
O 1.378 -1.766 -0.539
O 6.220 5.672 0.721
N -3.609 6.731 -1.498
N 0.110 0.775 -7.537
N -2.958 -6.202 -0.598
N 1.139 -0.398 -0.407
N 1.381 -6.322 3.335
N -4.866 0.106 5.613
N 6.730 4.366 1.058
C -2.498 7.287 -2.290
C -4.705 6.098 0.637
C 7.778 4.487 2.078
C 0.599 0.671 -9.922
C 4.546 3.550 2.082
C -1.846 6.224 -3.220
C -1.516 8.068 -1.329
C 0.168 -0.133 -2.800
C 2.520 -4.740 4.956
C -1.143 7.395 -0.014
C -2.476 7.048 0.741
C 1.252 1.692 -7.235
C 1.700 2.504 -8.479
C 2.560 -6.431 2.471
C 8.883 5.443 1.394
C -4.532 -7.818 0.359
C -1.454 -0.554 -8.948
C -2.354 -8.634 -0.539
C -2.972 8.383 -3.210
C 2.377 0.845 -6.756
C -1.484 -5.499 -2.557
C 1.172 -5.190 4.204
C 5.009 3.286 -0.314
C -0.577 -6.966 -0.629
C 8.453 3.057 2.320
C -6.059 -0.253 3.314
C -6.841 1.424 6.453
C 1.788 1.706 -9.730
C -4.650 1.202 7.815
C -4.830 2.794 4.372
C -4.590 2.606 5.809
C 6.280 1.993 1.276
C -5.268 1.301 6.392
C 5.688 3.342 1.076
C -4.182 1.579 3.678
C 7.188 4.934 3.470
C 0.772 2.756 -6.161
C 0.033 -0.136 -8.681
C 7.332 1.995 2.403
C -2.899 4.739 -0.248
C 2.962 -0.104 1.174
C -1.373 -0.473 -0.804
C 0.008 0.219 -1.198
C -0.091 2.151 0.264
C 0.516 -3.925 3.502
C 2.668 -5.585 1.187
C -1.547 -5.790 -0.974
C -3.398 -0.746 3.867
C -3.401 -7.590 -0.736
C 0.274 -5.589 5.351
C 0.618 -0.468 2.082
C -4.686 0.175 4.087
C -1.090 -4.631 -0.040
C 1.458 0.066 0.934
C -4.055 -7.766 -2.105
C 0.920 -1.377 -8.528
C -3.402 6.170 -0.166
C 2.751 -7.866 2.022
C -0.093 1.761 -1.165
C 3.798 -6.088 3.451
C 1.204 1.642 0.984
C 3.756 -4.656 3.979
C -0.996 -8.274 -1.198
H -5.144 3.467 6.182
H -3.098 1.689 3.704
H 0.064 -4.615 5.794
H -0.551 8.302 -1.778
H 2.713 -5.404 5.798
H -3.994 -7.704 1.300
H -1.648 -0.340 0.242
H 5.614 3.750 -1.093
H 0.799 -1.543 2.112
H 8.937 6.466 1.767
H -2.327 5.251 -3.120
H -0.213 -7.480 3.428
H -5.891 2.716 4.135
H 4.692 -4.350 4.448
H -4.188 2.136 8.136
H 3.411 -5.914 0.461
H -0.716 0.346 -3.220
H 1.978 -8.307 1.392
H -5.124 7.104 0.623
H 9.173 2.848 1.529
H -0.109 3.222 0.466
H 3.036 0.363 -7.478
H 0.938 -1.971 -9.441
H 1.119 0.228 -3.191
H 3.739 -7.939 1.568
H 9.897 5.050 1.468
H -3.523 -7.495 -3.016
H 0.230 -1.190 -3.059
H 6.903 1.729 0.422
H 0.123 3.494 -6.634
H -4.947 -7.139 -2.107
H -4.516 1.739 2.653
H -1.756 -1.304 -8.217
H 3.788 -6.854 4.226
H 4.101 4.544 2.123
H -0.975 1.611 0.603
H -0.807 -4.648 -2.634
H -0.962 2.214 -1.642
H 3.309 0.151 2.175
H -5.074 -8.763 0.396
H -0.830 -5.103 0.908
H -6.208 -0.409 2.246
H -3.534 2.626 6.079
H -0.315 -6.977 0.429
H -4.465 -8.775 -2.160
H -3.455 -0.876 2.786
H 6.812 6.171 0.153
H -0.510 -4.188 3.243
H -3.716 4.103 -0.588
H -7.032 2.292 7.084
H -1.325 0.572 -6.305
H 8.818 5.389 0.307
H 3.729 2.854 1.894
H 3.245 -1.155 1.132
H 1.906 2.341 -10.608
H -0.529 6.499 -0.098
H 3.707 -3.915 3.182
H -6.778 0.508 3.618
H 4.945 3.312 3.068
H -0.563 -6.241 5.104
H -2.114 4.530 -0.974
H -4.510 3.758 3.976
H -1.058 -6.273 -3.195
H 3.112 1.489 -6.273
H -0.809 6.030 -2.946
H 2.783 -4.529 1.431
H -7.238 0.596 7.040
H 0.796 2.142 -1.668
H 3.563 0.460 0.459
H 1.000 -3.653 2.564
H -3.739 8.036 -3.904
H 7.857 1.049 2.541
H -2.009 6.471 1.540
H 3.013 -8.463 2.895
H -0.232 -4.146 -0.505
H 1.969 0.121 -6.050
H 6.582 4.174 3.963
H -5.355 6.405 -2.062
H -1.814 -3.843 0.167
H -2.206 -0.200 -1.453
H 0.814 -0.199 3.120
H -1.235 -1.547 -0.933
H -5.313 0.640 8.473
H -1.890 6.481 -4.278
H -7.265 1.549 5.457
H 5.682 1.088 1.173
H 9.090 3.114 3.203
H 0.568 -3.184 4.300
H -0.205 -9.000 -1.011
H -5.479 5.504 0.150
H 6.463 5.745 3.549
H -2.600 4.301 0.704
H 2.004 2.083 0.390
H 0.306 2.323 -5.276
H 2.676 2.971 -8.348
H -4.082 -1.314 6.609
H -2.383 -0.357 3.952
H -0.448 -0.348 1.891
H -5.200 -6.957 0.344
H 1.915 -1.345 -8.085
H 1.672 3.254 -5.801
H 1.720 -5.615 0.649
H -0.204 1.112 -10.512
H -4.049 -5.166 -1.667
H -3.690 0.694 7.713
H -2.057 8.749 -3.675
H -2.853 8.029 1.032
H 0.508 -2.006 -7.738
H -3.397 9.245 -2.695
H 4.066 3.827 -0.400
H -0.641 8.152 0.588
H -1.674 -0.968 -9.932
H -2.375 -5.090 -3.035
H 0.807 -6.118 6.141
H 0.351 -6.612 -1.079
H 1.014 -0.055 -10.622
H 4.747 -6.164 2.922
H 4.625 2.335 -0.681
H -1.157 -8.226 -2.275
H 0.565 -2.233 -0.336
H -1.948 8.998 -0.959
H 2.742 1.186 -9.637
H 2.380 -3.775 5.442
H -3.352 -1.709 4.378
H -2.147 0.286 -8.972
H 6.787 2.091 3.342
H -2.519 -9.616 -0.982
H 7.833 5.028 4.344
H 0.988 2.053 1.971
H -4.565 5.756 1.663
H -2.294 -9.032 0.474
H -6.474 -1.102 3.857
H 0.945 3.287 -8.539
```

Here are the Löwdin charges for atoms 1 to 99, given in e: O 0.104; O -0.021; O -0.010; O -0.036; O -0.004; O 0.003; O -0.019; N -0.095; N -0.105; N -0.107; N -0.097; N -0.085; N 0.080; N -0.098; C -0.479; C -0.053; C -0.409; C -0.091; C -0.023; C -0.020; C -0.133; C -0.014; C -0.108; C -0.190; C -0.117; C -0.481; C -0.163; C -0.478; C -0.019; C -0.021; C -0.032; C -0.145; C -0.065; C -0.056; C -0.004; C -0.489; C -0.038; C -0.168; C -0.113; C 0.041; C 0.033; C -0.170; C -0.007; C -0.182; C -0.144; C -0.148; C -0.418; C -0.512; C -0.133; C -0.036; C -0.013; C -0.476; C -0.174; C -0.048; C -0.033; C -0.026; C -0.385; C -0.207; C -0.020; C -0.019; C -0.399; C -0.003; C -0.514; C -0.049; C -0.037; C -0.330; C -0.025; C -0.492; C -0.040; C -0.046; C -0.513; C -0.048; C -0.169; C -0.127; C -0.100; C -0.158; C -0.161; H 0.136; H 0.121; H 0.082; H 0.122; H 0.105; H 0.072; H 0.045; H 0.084; H 0.051; H 0.076; H 0.065; H 0.096; H 0.113; H 0.106; H 0.098; H 0.092; H 0.068; H 0.083; H 0.087; H 0.107; H 0.106; H 0.078

Record 5
Here is one molecule with the formula N2 from the OMol25 dataset. Energies are from ωB97M-V with the def2-TZVPD basis set.

Values from the calculation:
- Molar mass: 28.0 g mol⁻¹
- E: -2981.078 eV
- Energy above the lowest of the compared OMol25 structures with the same formula, charge and spin: 0.00 kcal/mol
- Orbital gap: 16.851 eV
- 2S+1: 1
- Net charge: 0

```
2
N2 (ωB97M-V with the def2-TZVPD basis set)
N -0.255 -0.075 0.476
N 0.255 0.075 -0.476
```

So, what does the natural (NBO) scheme give us? The charges, in e, come out as: N 0.000; N 0.000

Record 6
Here is an isolated ion of composition C3H11NOP and charge +1 at a distorted geometry from the OMol25 dataset. Energies are from ωB97M-V with the def2-TZVPD basis set.

Values from the calculation:
- Molar mass: 108.1 g mol⁻¹
- E: -16106.572 eV
- Energy above the lowest of the compared OMol25 structures with the same formula, charge and spin: 89.45 kcal/mol
- Orbital gap: 10.773 eV
- 2S+1: 1
- Net charge: +1

```
17
C3H11NOP (ωB97M-V with the def2-TZVPD basis set)
P 1.710 -1.075 -0.010
O 1.334 1.543 -1.025
N -0.623 0.198 -1.107
C -1.115 -1.176 -1.094
C 0.032 0.698 1.243
C 0.548 0.355 -0.070
H 0.663 0.522 2.101
H 2.087 -0.865 -1.377
H 1.813 2.131 -0.426
H -1.990 -1.348 -0.524
H -1.444 0.882 -0.927
H -0.311 1.681 1.490
H -0.381 -1.845 -0.593
H -1.178 -1.505 -2.054
H 2.681 -0.196 0.405
H -0.177 0.502 -2.077
H -0.833 0.046 1.347
```

So, what does the natural (NBO) scheme give us? The charges, in e, come out as: P 0.343; O -0.783; N -0.577; C -0.440; C -0.743; C 0.217; H 0.273; H 0.019; H 0.489; H 0.244; H 0.458; H 0.267; H 0.236; H 0.238; H 0.023; H 0.491; H 0.244